This record from the OMol25 dataset describes a structure of composition C60H56BiClN4O5P2S. The level of theory is ωB97M-V/def2-TZVPD.

Spin multiplicity   1
Total charge   +2
DFT total energy   -4670.4774 a.u.
Frontier orbital gap   6.5 eV
LUMO   -5.73 eV

```
130
Properties=species:S:1:pos:R:3:forces:R:3:lowdin_charge:R:1
Bi -0.4734 -0.8057 0.5973 -0.614 0.063 -0.006 1.8685
C -2.8473 -4.2745 -1.5790 0.036 0.043 0.055 0.0033
O -2.5955 -4.6624 -0.1885 -0.079 -0.002 -0.018 0.0706
C -1.8412 -3.7218 0.3302 0.045 0.029 0.104 -0.3162
N -1.4568 -2.7621 -0.4234 -0.009 -0.116 -0.144 -0.0176
C -2.0475 -2.9552 -1.7611 0.009 -0.140 0.099 -0.2251
C -1.0191 -3.0223 -2.8666 -0.029 0.090 -0.017 -0.2140
C -1.4566 -2.8835 -4.1823 0.008 0.017 0.005 -0.0495
C -0.5585 -2.9816 -5.2343 0.000 0.009 0.006 -0.0598
C 0.7884 -3.2091 -4.9792 -0.001 0.010 0.005 -0.0710
C 1.2294 -3.3425 -3.6716 0.005 0.026 -0.001 -0.0656
C 0.3278 -3.2525 -2.6182 -0.005 -0.041 0.009 -0.0506
C -1.4799 -3.7885 1.7671 -0.022 -0.011 -0.136 -0.1561
C -1.8437 -4.8083 2.6257 -0.098 -0.063 0.058 0.0528
C -1.4360 -4.7109 3.9507 -0.030 -0.035 -0.005 0.0230
C -0.6770 -3.6249 4.3659 0.002 -0.007 0.050 0.0624
C -0.3565 -2.6575 3.4282 0.025 0.067 -0.010 -0.1510
N -0.7623 -2.7463 2.1657 0.051 0.071 0.073 0.0631
C 0.4554 -1.4485 3.7122 -0.027 -0.076 0.031 -0.3237
N 0.7556 -0.6019 2.8111 -0.018 0.099 -0.013 0.0346
C 1.5504 0.4742 3.4351 0.034 -0.065 -0.013 -0.1816
C 1.6364 0.0074 4.9105 -0.008 0.011 -0.022 -0.0053
O 0.8844 -1.2473 4.9478 0.022 0.050 -0.017 0.0611
C 2.8841 0.6481 2.7744 -0.005 0.002 -0.035 -0.2605
C 4.9948 0.6790 3.2997 0.033 0.031 -0.074 -0.1723
C 6.2750 0.9168 2.5785 -0.021 0.007 0.057 -0.0190
C 6.2824 0.7588 1.2641 -0.021 -0.031 -0.051 -0.0172
C 5.0670 0.2234 0.5766 0.052 0.037 0.055 -0.2097
C 3.8410 1.1508 0.3774 -0.003 0.024 0.049 -0.1699
H -2.4934 -5.0784 -2.2172 0.033 -0.034 0.012 0.1426
H -3.9213 -4.1524 -1.6870 -0.010 0.001 0.007 0.1389
H -2.7250 -2.1176 -1.9397 -0.039 -0.011 -0.019 0.1410
H -2.5086 -2.7042 -4.3857 0.030 0.000 0.006 0.1242
H -0.9097 -2.8828 -6.2536 0.007 -0.008 0.014 0.1138
H 1.4913 -3.2848 -5.7983 -0.011 0.001 0.007 0.1147
H 2.2779 -3.5222 -3.4698 -0.019 0.005 0.000 0.1142
H 0.6805 -3.3774 -1.6009 0.001 0.010 -0.010 0.0981
H -2.4358 -5.6412 2.2728 -0.015 0.001 0.010 0.1350
H -1.7103 -5.4845 4.6556 -0.005 0.013 -0.006 0.1346
H -0.3393 -3.5251 5.3881 -0.007 0.006 -0.013 0.1375
H 0.9887 1.4096 3.3575 -0.026 -0.011 -0.003 0.1538
H 2.6525 -0.2079 5.2326 0.011 -0.030 0.002 0.1332
H 1.1665 0.6912 5.6110 -0.025 -0.012 0.010 0.1392
H 5.1485 0.5330 4.3685 -0.034 -0.024 0.009 0.1469
H 7.1473 1.2531 3.1261 -0.014 -0.009 -0.024 0.1163
H 7.1670 0.9553 0.6704 -0.013 -0.007 0.022 0.1157
H 5.3557 -0.1497 -0.4075 -0.025 0.002 -0.024 0.1388
H 4.0429 1.9844 -0.2941 0.006 0.024 0.002 0.1293
C 3.1796 4.3958 -4.4193 0.010 -0.063 0.084 -0.3993
S 3.9502 4.5051 -2.7879 -0.032 0.055 0.028 0.8164
C 2.5549 5.1127 -1.7879 0.074 -0.145 -0.066 -0.4708
C 1.8723 4.0147 -0.9729 -0.066 0.009 -0.011 -0.2487
C 1.2681 2.9568 -1.8867 0.032 0.088 0.219 -0.2449
N 0.7467 1.7352 -1.2154 -0.168 -0.114 -0.301 -0.4290
P 1.5494 0.1965 -1.4175 0.094 0.243 0.079 0.9103
C 2.4168 0.3378 -2.9974 -0.006 -0.103 -0.001 -0.3647
C 1.6537 0.2240 -4.1608 -0.007 0.015 0.016 -0.1004
C 2.2526 0.3502 -5.4026 0.015 -0.015 -0.020 -0.0644
C 3.6224 0.5709 -5.4928 -0.019 -0.005 -0.005 -0.0598
C 4.3890 0.6649 -4.3408 0.008 0.006 0.018 -0.0570
C 3.7892 0.5495 -3.0942 0.027 0.044 -0.020 -0.0725
C 2.8517 0.1155 -0.1657 0.014 -0.005 -0.012 -0.3487
C 3.2478 1.6476 1.7147 0.007 -0.021 -0.042 -0.0883
C 3.9066 1.7288 3.0756 0.086 -0.045 0.022 -0.0524
C 3.9980 -0.4178 2.7445 -0.002 -0.014 -0.031 -0.0915
C 4.3458 -0.9254 1.3259 -0.041 0.038 0.014 -0.1618
C 3.1157 -1.0495 0.4482 -0.004 -0.032 0.058 -0.0580
P -0.9438 1.4776 -1.0454 0.562 0.383 0.043 0.8930
C -1.7503 1.7990 -2.6273 -0.043 -0.176 0.049 -0.3468
C -2.1285 3.0705 -3.0589 0.063 0.009 -0.066 -0.0902
C -2.6640 3.2364 -4.3272 -0.001 0.017 0.007 -0.0497
C -2.8293 2.1412 -5.1661 0.006 -0.007 0.004 -0.0486
C -2.4644 0.8716 -4.7384 0.003 0.006 0.004 -0.0600
C -1.9319 0.7018 -3.4702 -0.031 -0.016 0.023 -0.1090
C -1.5470 2.7340 0.1057 -0.141 -0.024 -0.035 -0.3581
C -2.8949 3.1006 0.0823 0.033 0.005 -0.028 -0.0982
C -3.4063 3.9392 1.0624 0.003 -0.009 0.025 -0.0646
C -2.5836 4.4043 2.0801 -0.023 0.005 0.004 -0.0545
C -1.2510 4.0186 2.1255 0.039 -0.027 -0.016 -0.0564
C -0.7372 3.1788 1.1483 -0.025 -0.023 0.025 -0.1102
H 3.9475 4.0439 -5.1061 -0.009 0.006 -0.004 0.0337
H 2.8391 5.3764 -4.7459 -0.006 -0.002 -0.010 0.0412
H 2.3510 3.6866 -4.4244 0.022 0.028 -0.084 0.0217
H 1.8422 5.6017 -2.4547 0.035 0.046 -0.006 0.0851
H 2.9583 5.8745 -1.1231 -0.043 0.020 0.016 0.0751
H 1.0964 4.4665 -0.3524 -0.012 0.027 0.060 0.1013
H 2.6120 3.5663 -0.3071 -0.043 -0.034 -0.005 0.0802
H 2.0341 2.6497 -2.5966 -0.002 -0.053 0.008 0.0582
H 0.4642 3.4117 -2.4707 -0.064 -0.061 -0.028 0.1116
H 0.5881 0.0378 -4.0949 -0.020 -0.010 -0.005 0.0851
H 1.6546 0.2650 -6.3012 0.010 0.005 0.013 0.1129
H 4.0925 0.6640 -6.4633 -0.007 0.000 0.008 0.1151
H 5.4549 0.8393 -4.4093 -0.012 -0.012 0.000 0.1169
H 4.3959 0.6369 -2.2031 -0.004 0.012 -0.015 0.0892
H 2.5156 2.4398 1.5867 -0.014 -0.002 0.023 0.1241
H 3.7908 2.6189 3.6810 -0.042 -0.007 -0.033 0.1511
H 3.8469 -1.2468 3.4364 0.030 0.008 0.010 0.1490
H 4.9436 -1.8344 1.3766 -0.009 -0.001 0.008 0.1564
H 2.5550 -1.9734 0.3248 0.018 0.034 -0.022 0.1021
H -2.0044 3.9298 -2.4118 -0.004 0.001 0.010 0.1111
H -2.9544 4.2236 -4.6619 0.005 -0.014 0.002 0.1168
H -3.2492 2.2791 -6.1541 0.003 -0.002 0.015 0.1168
H -2.5993 0.0172 -5.3898 0.004 0.015 0.013 0.1075
H -1.6487 -0.2906 -3.1322 -0.002 0.018 -0.025 0.0725
H -3.5430 2.7379 -0.7076 0.004 0.024 0.025 0.1140
H -4.4473 4.2349 1.0290 0.015 -0.002 -0.008 0.1176
H -2.9818 5.0669 2.8374 0.005 -0.011 -0.008 0.1158
H -0.6110 4.3776 2.9216 -0.006 -0.005 -0.011 0.1129
H 0.2981 2.8630 1.1893 0.053 0.031 -0.010 0.0757
C -4.5335 -1.3384 5.8593 -0.017 -0.024 -0.044 -0.0166
C -4.7418 -2.2065 4.6507 0.057 -0.004 0.039 -0.1881
C -4.9794 -3.5661 4.7635 0.013 -0.011 0.019 -0.0593
C -5.2147 -4.3447 3.6363 0.048 -0.029 0.010 -0.6805
Cl -5.4851 -6.0520 3.8161 0.041 0.039 -0.010 0.6839
C -5.2242 -3.7782 2.3799 0.037 0.007 -0.055 -0.1106
C -4.9680 -2.4151 2.2417 -0.021 -0.010 -0.004 -0.0043
C -4.7284 -1.6420 3.3682 -0.043 -0.067 -0.034 -0.2210
O -4.5114 -0.2919 3.3380 0.060 0.129 0.051 -0.0158
C -4.3376 0.3351 2.0913 0.022 0.044 0.023 -0.0814
C -3.0227 -0.0752 1.4462 -0.027 -0.095 -0.114 -0.6412
O -1.9622 0.0548 2.1414 0.227 -0.151 -0.077 -0.1437
O -2.9634 -0.5336 0.2823 0.038 0.015 0.186 -0.1071
H -4.4941 -1.9405 6.7650 -0.001 0.001 -0.006 0.0845
H -5.3505 -0.6219 5.9586 0.016 0.005 0.006 0.0969
H -3.6138 -0.7580 5.7758 0.004 -0.004 -0.004 0.0834
H -5.0015 -4.0247 5.7445 -0.001 -0.005 -0.020 0.1195
H -5.4486 -4.3874 1.5142 0.030 0.011 -0.006 0.1101
H -5.0027 -1.9696 1.2563 0.032 -0.026 0.003 0.1089
H -4.2651 1.3994 2.3106 -0.068 0.041 -0.056 0.1373
H -5.1677 0.1565 1.4071 0.004 -0.021 -0.007 0.1415
```
Forces are in eV/Å.